DFT (wB97M-V/def2-TZVPD) results for a 2-piece molecular cluster, C2H8N2S overall in a non-equilibrium geometry.

XYZ file:
```
13
Properties=species:S:1:pos:R:3:nbo_charge:R:1
H 2.2747 -2.9866 3.6529 0.332
N 1.4888 -2.3371 3.6220 -0.656
C 1.2781 -2.1910 2.3744 0.259
N 0.1431 -1.5287 1.8872 -0.844
H 1.7608 -2.8269 1.6222 0.147
H -0.5434 -1.2993 2.5925 0.383
H 0.3717 -0.7418 1.3072 0.379
C -1.5190 2.5926 -2.9022 -0.745
S 0.2253 2.1545 -2.5889 -0.058
H -1.5661 3.6529 -3.1746 0.223
H -1.8660 2.6752 -1.8690 0.214
H -2.2190 1.9688 -3.4364 0.235
H 0.1711 0.8674 -3.0871 0.133
```

As for the SMILES: [H]/N=C/N.CS. The value obtained for the frontier orbital gap is 9.82 eV. As for the charge: 0. For the HOMO energy, the calculation gives -9.084 eV.

DFT (wB97M-V/def2-TZVPD) results for a 2-piece molecular cluster, C2H8N2S overall.

XYZ file:
```
13
Properties=species:S:1:pos:R:3:nbo_charge:R:1
S 0.5852 -2.3435 2.0174 -0.086
H 0.4196 -3.6641 2.0831 0.129
C -0.1776 0.7600 0.1989 -0.258
C -0.4276 -0.0133 -0.8778 0.079
N -0.7505 -1.3231 -0.8443 -0.772
N 0.4041 2.0974 -0.0099 -0.660
H -0.1697 0.3984 1.2113 0.230
H -0.3803 0.4382 -1.8665 0.201
H -0.7161 -1.8172 -1.7198 0.408
H -0.4628 -1.8546 -0.0184 0.410
H 1.3263 2.1653 0.4266 0.439
H -0.1663 2.8429 0.4041 0.438
H 0.5156 2.3136 -1.0047 0.443
```

The value obtained for the frontier orbital gap (spin up / spin down) is 9.44 / 7.03 eV. As for the charge: +1. The expectation value of S² is 0.75. For the HOMO energy (spin up / spin down), the calculation gives -13.000 / -12.988 eV. As for the spin multiplicity: 2.

DFT (wB97M-V/def2-TZVPD) results for an isolated ion of composition C2H8N3 and charge +1 in a non-equilibrium geometry.

XYZ file:
```
13
Properties=species:S:1:pos:R:3:nbo_charge:R:1
C -0.6715 -0.1387 1.6345 -0.442
N 0.4897 -0.1314 0.7231 -0.522
C 0.2390 -0.0488 -0.5867 0.688
N 1.2919 0.1942 -1.4754 -0.843
N -0.9689 -0.0600 -1.1200 -0.724
H -1.3569 -0.9340 1.3671 0.230
H -0.2565 -0.2525 2.6244 0.256
H -1.1466 0.8405 1.6094 0.219
H 1.4006 0.2861 0.8548 0.428
H 2.0457 0.7410 -1.0829 0.403
H 1.6706 -0.6161 -1.9496 0.426
H -1.7456 0.0153 -0.4852 0.430
H -0.9917 0.1044 -2.1133 0.451
```

As for the SMILES: CNC(N)=[NH2+]. The value obtained for the frontier orbital gap is 12.14 eV. As for the charge: +1. For the HOMO energy, the calculation gives -15.616 eV.

DFT (wB97M-V/def2-TZVPD) results for a 2-piece molecular cluster, C2H8N3 overall in a non-equilibrium geometry.

XYZ file:
```
13
Properties=species:S:1:pos:R:3:nbo_charge:R:1
C 0.7986 1.0113 1.1700 -0.085
C -0.7314 0.0086 -1.3285 0.110
N 0.0053 -0.1577 0.8123 -0.478
N -1.7188 -0.7997 -1.6667 -0.682
N 1.3604 -0.2651 1.4113 -0.430
H 1.2772 1.4324 0.3819 0.173
H 0.5126 1.6253 1.9936 0.217
H 0.3544 -0.2601 -1.4102 0.233
H -0.9178 1.0953 -1.0506 0.240
H -1.6412 -1.7852 -1.6935 0.432
H -2.6752 -0.4068 -1.7397 0.433
H 1.9479 -0.6916 0.7793 0.403
H 1.4280 -0.8067 2.3409 0.435
```

The value obtained for the frontier orbital gap (spin up / spin down) is 8.65 / 8.65 eV. As for the charge: +1. For the HOMO energy (spin up / spin down), the calculation gives -12.587 / -12.587 eV.

DFT (wB97M-V/def2-TZVPD) results for an isolated ion of composition C2H8N3 and charge +1 in a non-equilibrium geometry.

XYZ file:
```
13
Properties=species:S:1:pos:R:3:nbo_charge:R:1
C -1.3900 -1.3479 0.0690 -0.441
N -0.8356 -0.1501 -0.5869 -0.596
C 0.3658 0.3795 -0.0065 0.678
N 0.8049 1.6229 -0.2776 -0.760
N 1.1733 -0.4218 0.6743 -0.773
H -2.4485 -1.1518 -0.2275 0.245
H -1.4024 -1.1792 1.1364 0.226
H -1.0787 -2.3368 -0.2575 0.226
H -1.2153 0.3126 -1.4786 0.446
H -0.0282 2.2267 -0.7386 0.427
H 1.4565 2.1684 0.2959 0.445
H 1.8239 -0.1654 1.4961 0.447
H 1.0400 -1.4208 0.7309 0.429
```

As for the SMILES: CNC(N)=[NH2+]. The value obtained for the frontier orbital gap is 11.57 eV. As for the charge: +1. For the HOMO energy, the calculation gives -14.861 eV.

DFT (wB97M-V/def2-TZVPD) results for a 2-piece molecular cluster, C2H8N3O2 overall in a non-equilibrium geometry.

XYZ file:
```
15
Properties=species:S:1:pos:R:3:nbo_charge:R:1
N 0.3083 -1.9249 2.3975 -0.885
C 0.3602 -1.1593 1.1457 0.778
N -0.8191 -0.5549 0.8669 -0.877
O 1.4199 -1.0905 0.5207 -0.666
H -0.3352 -2.7313 2.3393 0.367
H 1.2888 -2.3313 2.4366 0.381
H -0.7529 -0.1635 -0.1636 0.421
H -1.6640 -0.9893 1.2898 0.389
N -0.3756 2.6740 -1.2090 -0.841
C -0.2424 1.4654 -2.0911 0.017
O -0.5503 0.3353 -1.4313 -0.288
H 0.0010 2.5016 -0.2559 0.380
H 0.1721 3.4278 -1.6321 0.356
H -0.9568 1.6278 -2.9164 0.234
H 0.7883 1.5034 -2.5282 0.236
```

The value obtained for the frontier orbital gap (spin up / spin down) is 10.07 / 6.43 eV. As for the charge: 0. The expectation value of S² is 0.76. For the HOMO energy (spin up / spin down), the calculation gives -9.323 / -9.295 eV. As for the spin multiplicity: 2.

DFT (wB97M-V/def2-TZVPD) results for a 2-piece molecular cluster, C2H8N3O2 overall in a non-equilibrium geometry.

XYZ file:
```
15
Properties=species:S:1:pos:R:3:nbo_charge:R:1
C 1.6883 0.0399 -2.3997 -0.310
C -2.2104 -0.4715 0.5759 -0.277
N 0.2083 0.5573 -0.6984 0.013
N 0.5162 0.5150 2.3078 -0.451
N -0.2085 -0.1179 1.4868 0.295
O 1.0067 -0.2492 -1.1713 -0.232
O -1.4546 0.2691 1.4665 -0.251
H 1.4061 -0.6291 -3.2578 0.245
H 2.7559 -0.2904 -2.2538 0.218
H 1.7809 1.0943 -2.4357 0.222
H -2.1611 0.0866 -0.2549 0.211
H -3.2040 -0.6613 0.9998 0.237
H -1.7596 -1.4015 0.2058 0.220
H 0.1235 1.0586 3.0415 0.418
H 1.5120 0.2003 2.3875 0.441
```

The value obtained for the frontier orbital gap (spin up / spin down) is 7.67 / 7.69 eV. As for the charge: +1. For the HOMO energy (spin up / spin down), the calculation gives -12.732 / -12.875 eV.

DFT (wB97M-V/def2-TZVPD) results for a 2-piece molecular cluster, C2H8N3O2 overall in a non-equilibrium geometry.

XYZ file:
```
15
Properties=species:S:1:pos:R:3:nbo_charge:R:1
C -0.1283 1.8603 -0.7382 0.779
C 0.9333 -2.2092 0.8545 -0.260
N -0.5074 1.6751 -1.9940 -0.787
N -1.1012 1.1368 0.2913 -0.208
N -1.5071 -0.0347 0.1804 -0.063
O 0.7108 2.5083 -0.2499 -0.471
O 0.7560 -0.8976 1.0326 -0.738
H 0.4974 -2.5935 -0.0635 0.168
H 0.4840 -2.6739 1.7469 0.192
H 2.0569 -2.6616 0.8657 0.186
H -1.2965 1.0975 -2.1506 0.437
H 0.2572 2.0221 -2.6288 0.464
H -0.9628 1.6234 1.2166 0.424
H -1.6162 -0.4621 1.1086 0.395
H 1.4240 -0.3908 0.5282 0.483
```

The value obtained for the frontier orbital gap is 7.79 eV. As for the charge: +1. For the HOMO energy, the calculation gives -14.454 eV.

DFT (wB97M-V/def2-TZVPD) results for an isolated ion of composition C2H8N3O2 and charge +1 in a non-equilibrium geometry.

XYZ file:
```
15
Properties=species:S:1:pos:R:3:nbo_charge:R:1
C 2.0729 0.1074 -0.6720 -0.664
C 1.5375 0.2710 0.7097 -0.069
O 0.4823 -0.7640 0.9010 -0.307
N -0.5608 -0.6341 0.0407 -0.165
N -1.7600 0.1556 0.4628 0.520
N -2.7911 -0.1492 -0.2555 -0.579
O -1.7797 1.0324 1.2621 -0.185
H 1.5785 -0.7069 -1.1619 0.219
H 1.9814 1.0870 -1.2174 0.236
H 3.1154 -0.1341 -0.6676 0.248
H 1.0168 1.2228 0.9170 0.195
H 2.1903 0.0604 1.5846 0.234
H -0.7701 -1.3766 -0.6059 0.413
H -2.5421 -0.2768 -1.2878 0.437
H -3.7713 0.1051 -0.0098 0.468
```

As for the SMILES: CCON[N+](N)=O. The value obtained for the frontier orbital gap is 9.40 eV. As for the charge: +1. For the HOMO energy, the calculation gives -15.346 eV.

DFT (wB97M-V/def2-TZVPD) results for a 2-piece molecular cluster, C2H8N3P overall in a non-equilibrium geometry.

XYZ file:
```
14
Properties=species:S:1:pos:R:3:nbo_charge:R:1
C 1.5253 -1.5183 -2.3815 -0.185
N 0.4904 -0.9302 -1.8567 -0.163
N -0.0422 -0.5167 -0.8481 0.097
N -0.9448 -0.8000 -0.0711 -0.220
C -1.8524 -1.9238 -0.2806 -0.483
H 2.1439 -2.2512 -1.9528 0.171
H 1.8136 -1.1942 -3.3234 0.178
H -1.6356 -2.8293 0.2758 0.208
H -2.7393 -1.6168 0.1061 0.207
H -2.0479 -2.1928 -1.2849 0.190
P 0.9666 3.3010 1.4340 0.028
H 0.0304 2.3301 1.2319 0.000
H 1.9274 2.5144 0.8623 -0.013
H 1.2809 2.9527 2.7191 -0.016
```

As for the SMILES: C=N/N=N\C.P. The value obtained for the frontier orbital gap is 9.48 eV. As for the charge: 0. For the HOMO energy, the calculation gives -8.681 eV.